# 1
The following is a quantum chemistry calculation of the molecule C3H2F2 at a distorted geometry, from the Open Molecules 2025 dataset.

Properties
Energy relative to the best compared isomer or geometry (same formula, charge and spin) = 0.242 eV
Orbital gap = 0.451 Ha
DFT total energy = -8575.924 eV
SMILES = C#CC(F)F
E_HOMO = -11.24 eV
LUMO level = 1.0357 eV
Net charge = 0

The geometry in XYZ format:
```
7
Properties=species:S:1:pos:R:3:nbo_charge:R:1
C 0.9023 -0.0038 0.2350 0.53
C -0.5944 -0.0051 0.0802 -0.11
C -1.7398 -0.0555 -0.2634 -0.17
H 1.1996 0.0558 1.2897 0.15
H -2.7716 -0.0729 -0.6440 0.25
F 1.4057 1.0810 -0.3482 -0.33
F 1.5983 -0.9994 -0.3494 -0.32
```



# 2
The following is a quantum chemistry calculation of the ion C3H7BrNO with charge +1 at a distorted geometry, from the Open Molecules 2025 dataset.

Properties
Energy relative to the best compared isomer or geometry (same formula, charge and spin) = 1.949 eV
Orbital gap = 0.367 Ha
DFT total energy = -76795.478 eV
E_HOMO = -15.17 eV
LUMO level = -5.1757 eV
Net charge = +1

The geometry in XYZ format:
```
13
Properties=species:S:1:pos:R:3:nbo_charge:R:1
C -0.5360 0.5021 -0.3811 -0.17
C -0.1434 -0.9630 -0.2625 0.15
C 1.5108 1.4694 0.3684 0.09
N -0.7807 -1.6873 0.6956 -0.67
O 0.2623 1.3197 0.5407 -0.46
Br 2.2218 -0.5467 0.0220 0.06
H -0.2115 0.7015 -1.4637 0.23
H -1.6563 0.6800 -0.1827 0.28
H -0.1460 -1.5787 -1.1867 0.25
H 1.9771 2.0589 -0.4272 0.21
H 1.8641 1.8224 1.2585 0.21
H -0.5940 -2.6193 0.6817 0.41
H -0.8782 -1.2155 1.5805 0.41
```



# 3
The following is a quantum chemistry calculation of a structure of composition C6H12N2 at a distorted geometry, from the Open Molecules 2025 dataset.

Properties
Energy relative to the best compared isomer or geometry (same formula, charge and spin) = 6.620 eV
Orbital gap = 0.283 Ha
DFT total energy = -9390.230 eV
E_HOMO = -6.88 eV
LUMO level = 0.8074 eV
Net charge = 0

The geometry in XYZ format:
```
20
Properties=species:S:1:pos:R:3:nbo_charge:R:1
C 2.2344 -1.6055 0.4636 -0.42
C -0.4164 0.3831 1.8466 -0.67
N 1.8704 -0.2060 0.5519 -0.78
C -0.1273 -0.0611 -0.7865 0.25
C -0.0403 0.1862 0.4404 0.22
N 0.2687 -0.3253 -2.0262 -0.83
C -2.0292 0.4989 -0.5279 -0.27
C -2.3820 1.7692 -0.6270 -0.44
H 2.3415 0.3042 -0.1944 0.32
H -0.2120 -1.0023 -2.5978 0.40
H 0.7612 0.3801 -2.5524 0.40
H -2.7382 -0.3213 -0.6143 0.18
H 1.9891 -2.0956 -0.4983 0.15
H 3.3146 -1.7469 0.6140 0.19
H 1.7225 -2.1657 1.2524 0.18
H -1.4339 0.0402 2.0309 0.24
H 0.3064 -0.1329 2.4744 0.26
H -0.3712 1.4472 2.0862 0.24
H -1.6532 2.5675 -0.5181 0.19
H -3.4054 2.0860 -0.8176 0.20
```